{"formula": "C33H27BF10O2S", "method": "ωB97M-V/def2-TZVPD", "energy_ha": -2845.879252, "e_above_lowest_ev": 0.000, "mol_weight_g_mol": 688.4, "total_charge": 0, "gap_ev": 4.09, "e_homo_ev": -7.29, "symbols": ["F", "C", "C", "C", "F", "C", "C", "C", "C", "C", "C", "C", "C", "F", "C", "C", "F", "C", "C", "H", "H", "H", "H", "H", "H", "H", "H", "H", "C", "C", "C", "C", "C", "B", "C", "C", "C", "C", "F", "F", "F", "C", "C", "C", "F", "F", "F", "C", "O", "C", "C", "C", "C", "C", "O", "S", "H", "H", "H", "H", "H", "H", "H", "H", "H", "H", "H", "H", "H", "H", "H", "H", "H", "H"], "xyz": [[1.63314, -5.18496, -3.16050], [1.67720, -3.81000, -3.19694], [2.49084, -3.19461, -4.14857], [2.49894, -1.79941, -4.15523], [3.31021, -1.16303, -5.06708], [1.74468, -1.03504, -3.28268], [0.91102, -1.68211, -2.33210], [0.01844, -0.88478, -1.54891], [-1.15029, -1.41991, -0.99814], [-2.38037, -0.86570, -1.29703], [-3.61883, -1.57685, -1.30659], [-4.82079, -0.86987, -1.57674], [-6.00680, -1.57321, -1.66889], [-7.16045, -0.87319, -1.92602], [-6.08807, -2.95635, -1.48416], [-4.89268, -3.62185, -1.20932], [-4.94294, -4.97765, -1.00134], [-3.66470, -2.98272, -1.11583], [0.90057, -3.10732, -2.28315], [3.08764, -3.78056, -4.83743], [1.71698, 0.05327, -3.36585], [0.06672, 0.19527, -1.70328], [-1.08844, -2.31324, -0.36522], [-2.40004, 0.16598, -1.66945], [-4.77525, 0.21234, -1.70081], [-7.03791, -3.47502, -1.53653], [-2.75089, -3.54201, -0.91235], [0.23638, -3.63840, -1.59642], [3.70882, 3.87411, 4.17252], [2.76548, 2.90501, 3.57188], [1.93097, 2.00731, 4.21113], [1.18065, 1.17212, 3.31280], [1.46891, 1.46829, 2.00005], [0.87296, 0.73019, 0.67335], [-0.54594, 1.52327, 0.58088], [-0.60639, 2.71028, -0.12048], [-1.77638, 3.45966, -0.10488], [-1.80344, 4.77690, -0.82482], [-2.49406, 5.73133, -0.13212], [-0.54442, 5.26486, -1.03631], [-2.40014, 4.66450, -2.05500], [-2.91588, 3.01303, 0.55845], [-2.81750, 1.82264, 1.26467], [-3.96250, 1.30530, 2.08402], [-4.41721, 0.10860, 1.57877], [-3.58064, 1.06404, 3.37635], [-5.02898, 2.14799, 2.12664], [-1.65084, 1.05764, 1.25445], [1.77116, 1.02572, -0.39200], [3.00409, 0.33042, -0.44530], [3.15089, -0.90815, 0.49970], [3.83984, -2.02392, -0.27355], [4.04295, -0.51015, 1.64952], [1.82122, -1.48900, 1.07914], [0.68958, -0.65005, 0.98331], [2.54519, 2.81064, 1.84614], [3.67321, 3.80972, 5.26204], [4.73936, 3.67916, 3.84908], [3.44296, 4.89188, 3.86377], [1.86424, 1.92799, 5.29357], [0.45167, 0.42627, 3.63308], [0.27274, 3.08588, -0.63029], [-3.85004, 3.57258, 0.52867], [-1.61105, 0.12408, 1.80927], [3.12943, 0.02722, -1.50024], [3.78320, 1.07658, -0.20795], [4.03533, -2.87470, 0.39466], [3.20444, -2.36408, -1.10176], [4.79681, -1.66944, -0.68110], [4.23741, -1.38176, 2.28858], [4.99505, -0.13106, 1.25956], [3.56437, 0.27657, 2.23841], [1.56488, -2.42941, 0.55771], [1.94326, -1.73915, 2.15022]], "forces_ev_per_angstrom": [[0.11, 1.44, -0.11], [-0.25, -0.71, 0.42], [-0.26, 0.34, 0.45], [0.69, 0.18, -0.62], [-0.95, -0.68, 0.96], [-0.48, 0.05, 0.27], [1.13, -0.89, -0.31], [-0.61, 0.77, -0.58], [-1.41, -0.19, 0.94], [2.01, 0.53, 0.07], [-1.61, -0.90, 0.16], [0.81, -0.26, 0.05], [-0.69, 0.24, 0.05], [1.09, -0.78, 0.23], [0.45, 0.47, 0.01], [-0.03, -0.56, 0.26], [0.04, 1.19, -0.24], [-0.21, 0.51, -0.09], [-0.09, 0.38, -0.35], [-0.06, 0.11, 0.04], [0.21, -0.33, 0.07], [-0.04, -0.20, -0.09], [-0.07, -0.05, -0.79], [0.07, -0.33, -0.01], [-0.23, -0.30, -0.02], [0.14, 0.02, -0.03], [-0.45, 0.03, -0.12], [0.41, 0.11, -0.27], [0.22, 0.37, 0.05], [-1.04, -0.76, 0.16], [0.45, 0.28, -0.34], [0.76, 0.95, -0.33], [-0.44, -0.39, 0.52], [-0.03, 2.06, 2.21], [1.04, -1.39, -1.04], [-0.55, 0.65, 0.10], [0.05, 0.22, -0.22], [0.10, 0.54, -0.24], [0.46, -0.66, -0.63], [-1.09, -0.25, 0.05], [0.36, 0.25, 0.74], [-0.01, 0.03, 0.07], [-0.20, -0.22, 0.12], [-0.36, -0.21, 0.31], [0.13, 0.68, 0.46], [-0.46, 0.11, -0.99], [0.67, -0.62, -0.01], [-0.76, 0.47, 0.28], [0.13, -0.50, -1.74], [-0.50, 0.27, -0.01], [-0.26, -0.05, -0.23], [0.14, -0.15, -0.16], [0.39, 0.13, 0.51], [-0.18, 0.27, 0.02], [-0.50, -1.50, -1.03], [-0.02, -0.63, 0.90], [0.01, 0.07, -0.08], [-0.16, 0.09, 0.09], [0.18, -0.05, 0.18], [0.13, 0.08, -0.13], [0.32, 0.11, -0.18], [-0.02, -0.05, 0.01], [0.32, -0.04, 0.14], [0.04, 0.10, -0.05], [0.22, -0.05, 0.33], [0.01, -0.46, -0.10], [0.02, 0.11, -0.22], [0.25, -0.02, 0.11], [-0.15, -0.16, 0.06], [0.05, 0.23, -0.02], [-0.05, -0.07, 0.19], [0.24, -0.17, 0.07], [0.14, 0.14, 0.09], [0.22, 0.03, -0.38]], "lowdin_charge": [0.06, -0.22, 0.11, -0.21, 0.06, 0.06, -0.18, 0.09, -0.06, 0.04, -0.19, 0.06, -0.22, 0.05, 0.09, -0.22, 0.05, 0.06, 0.07, 0.14, 0.15, 0.14, 0.14, 0.15, 0.14, 0.14, 0.12, 0.13, -0.13, -0.59, -0.13, -0.12, -0.40, -1.00, -0.07, 0.04, -0.10, -0.52, 0.12, 0.12, 0.11, 0.05, -0.11, -0.52, 0.10, 0.12, 0.12, 0.02, -0.03, -0.12, -0.47, -0.05, -0.05, -0.11, 0.01, 1.10, 0.08, 0.07, 0.07, 0.10, 0.12, 0.13, 0.14, 0.14, 0.10, 0.12, 0.10, 0.06, 0.10, 0.09, 0.10, 0.06, 0.12, 0.14]}

***

{"formula": "C4H7NOS", "method": "ωB97M-V/def2-TZVPD", "energy_ha": -684.767538, "e_above_lowest_ev": 1.076, "mol_weight_g_mol": 117.2, "total_charge": 0, "gap_ev": 9.71, "e_homo_ev": -9.28, "symbols": ["C", "C", "C", "C", "H", "H", "H", "H", "H", "H", "H", "N", "O", "S"], "xyz": [[-0.01979, 0.07232, 0.22195], [-1.37190, -0.45526, 0.68908], [1.03664, -0.70368, 0.16088], [2.32679, -0.29632, -0.38814], [-0.93986, 1.87529, -0.05939], [0.66999, 1.86633, -0.24798], [-1.17592, -1.37380, 1.25730], [-1.84248, 0.22051, 1.40910], [-2.57608, 0.34239, -1.22647], [0.93369, -1.74287, 0.43152], [2.36643, 0.73368, -0.76090], [-0.14817, 1.33356, -0.37609], [3.27925, -1.01622, -0.47583], [-2.53858, -0.85594, -0.63504]], "forces_ev_per_angstrom": [[-3.11, 0.98, -0.88], [0.80, -0.23, 0.67], [1.50, -0.98, 0.04], [-1.03, 0.14, 0.12], [-0.06, -0.16, 0.11], [1.02, 0.89, -0.29], [-0.29, 0.05, -0.36], [0.11, 0.15, -0.18], [0.07, 0.09, 0.05], [0.13, -0.07, 0.31], [0.21, 0.41, -0.14], [-0.19, -0.46, 0.67], [0.86, -0.53, -0.07], [-0.02, -0.27, -0.05]], "lowdin_charge": [-0.40, -0.52, -0.05, -0.29, 0.09, 0.07, 0.08, 0.07, -0.15, 0.12, 0.11, 0.10, 0.05, 0.72]}

***

{"formula": "C23H27N2O5Se3TeZr", "method": "ωB97M-V/def2-TZVPD", "energy_ha": -8897.594512, "e_above_lowest_ev": 1.362, "mol_weight_g_mol": 867.2, "total_charge": 1, "gap_ev": 7.37, "e_homo_ev": -10.31, "symbols": ["Zr", "C", "O", "C", "C", "C", "C", "C", "C", "N", "N", "C", "C", "O", "C", "C", "C", "C", "C", "C", "C", "C", "H", "H", "H", "H", "H", "H", "H", "H", "H", "H", "H", "H", "H", "C", "O", "C", "C", "O", "C", "C", "O", "C", "H", "H", "H", "H", "H", "H", "H", "H", "H", "H", "H", "H", "H", "H", "Se", "Se", "Te", "Se"], "xyz": [[-0.26913, -0.72597, -1.65229], [-2.79443, 0.16644, -4.15406], [-2.00641, 0.50838, -3.00423], [-2.14285, 1.81907, -2.58550], [-2.70084, 2.81306, -3.36254], [-2.83090, 4.10586, -2.86596], [-2.40215, 4.38772, -1.58628], [-1.83328, 3.38474, -0.80856], [-1.68667, 2.08515, -1.29091], [-1.13570, 0.99383, -0.59216], [-0.42965, 1.43450, 0.57563], [-0.31520, 0.45796, 1.67550], [-0.26135, -0.88774, 1.40496], [-0.31059, -1.38204, 0.18099], [-0.13481, -1.77284, 2.51135], [0.02210, -1.30256, 3.77416], [0.03284, 0.09103, 4.05122], [0.22375, 0.58223, 5.36069], [0.22769, 1.92539, 5.61563], [0.01821, 2.83152, 4.56211], [-0.17280, 2.38543, 3.28066], [-0.15884, 0.99866, 2.98291], [-3.82575, 0.47678, -3.98846], [-2.38318, 0.63518, -5.04518], [-2.74870, -0.90874, -4.25399], [-3.03266, 2.60207, -4.36809], [-3.26196, 4.87843, -3.48813], [-2.50412, 5.38473, -1.17666], [-1.52061, 3.66905, 0.19149], [-0.17777, -2.83486, 2.30667], [0.12476, -1.99630, 4.60087], [0.36130, -0.13169, 6.16424], [0.38335, 2.29402, 6.62070], [-0.00043, 3.89487, 4.76384], [-0.34773, 3.13182, 2.51104], [-0.09897, -5.19012, -0.02191], [0.67710, -4.24597, -0.74001], [1.86779, -3.89656, -0.08539], [2.73609, -3.05813, -0.98326], [2.27054, -1.70563, -1.21421], [3.25076, -0.70037, -0.93030], [2.72692, 0.25843, 0.10948], [1.51768, 0.78576, -0.45032], [0.93902, 1.89744, 0.15034], [0.53084, -5.99729, 0.36311], [-0.83352, -5.60011, -0.70882], [-0.62567, -4.71355, 0.81048], [2.43422, -4.80556, 0.15429], [1.67177, -3.35656, 0.85041], [2.84712, -3.55040, -1.94875], [3.71528, -3.00573, -0.51321], [3.46009, -0.15444, -1.84829], [4.17154, -1.14928, -0.56745], [3.44481, 1.06684, 0.25951], [2.51847, -0.23915, 1.06027], [0.79717, 2.68817, -0.58300], [1.49207, 2.24951, 1.01849], [-0.93868, 2.22359, 0.96954], [1.18234, 0.66377, -3.35495], [0.30977, -0.89531, -4.87874], [0.01329, -3.02322, -3.57739], [-2.08327, -2.54130, -2.25159]], "forces_ev_per_angstrom": [[-0.29, 0.03, -0.88], [-0.09, -0.16, -0.14], [0.09, 0.29, 0.50], [-0.06, 0.02, -0.11], [-0.04, 0.02, -0.10], [0.03, 0.02, 0.05], [-0.04, 0.03, -0.02], [0.05, -0.03, 0.04], [0.00, 0.14, 0.20], [-0.03, 0.07, -0.21], [0.11, -0.08, 0.08], [-0.03, 0.01, -0.13], [0.00, 0.09, 0.19], [0.32, -0.15, 1.08], [-0.03, -0.18, -0.07], [-0.07, 0.02, 0.05], [0.03, -0.02, -0.06], [-0.03, 0.00, 0.02], [0.01, -0.03, 0.03], [-0.02, 0.01, -0.06], [-0.03, -0.01, -0.03], [-0.07, 0.05, 0.08], [0.01, 0.02, 0.03], [0.02, 0.04, 0.00], [0.02, -0.06, 0.00], [0.00, -0.01, 0.03], [0.01, -0.03, 0.02], [0.02, -0.05, -0.02], [0.00, 0.03, -0.02], [0.06, 0.03, -0.01], [0.01, 0.03, -0.03], [0.02, 0.02, -0.02], [-0.02, -0.01, -0.02], [0.01, -0.02, 0.00], [0.06, 0.01, 0.04], [0.00, 0.15, 0.03], [-0.01, -0.09, -0.13], [-0.18, 0.16, 0.02], [0.00, 0.10, -0.19], [0.05, -0.13, 0.53], [-0.17, 0.01, -0.02], [0.06, -0.16, -0.06], [-0.16, 0.19, 0.13], [0.09, -0.12, -0.07], [-0.01, -0.03, -0.02], [-0.04, 0.01, -0.02], [0.02, 0.00, 0.03], [0.08, 0.02, 0.06], [-0.07, -0.03, 0.04], [-0.03, 0.00, -0.10], [0.12, -0.01, -0.02], [0.01, 0.00, -0.09], [0.09, -0.04, 0.02], [0.02, 0.02, 0.02], [-0.07, 0.01, 0.02], [-0.04, 0.08, -0.06], [0.01, -0.04, 0.11], [-0.10, 0.12, 0.02], [0.25, -0.14, -0.29], [-0.08, 0.20, -0.51], [-0.01, -0.07, 0.17], [0.15, -0.34, -0.17]], "lowdin_charge": [1.07, -0.13, -0.34, -0.24, 0.00, -0.06, -0.07, -0.03, -0.22, -0.07, -0.04, -0.07, -0.30, -0.30, 0.02, 0.01, -0.15, -0.01, -0.06, -0.06, -0.03, -0.10, 0.12, 0.08, 0.01, 0.12, 0.11, 0.11, 0.10, 0.11, 0.13, 0.12, 0.11, 0.11, 0.10, -0.08, -0.30, -0.22, -0.16, -0.26, -0.18, -0.12, -0.27, -0.10, 0.10, 0.09, 0.09, 0.14, 0.12, 0.12, 0.13, 0.09, 0.13, 0.15, 0.14, 0.15, 0.15, 0.12, 0.19, -0.01, 0.55, 0.09]}